# 1
# C4H4O4

A structure of composition C4H4O4 at a distorted geometry (ωB97M-V/def2-TZVPD, the Open Molecules 2025 dataset).

Cartesian coordinates (Å):
C1 -0.25822 -1.18401 0.41392
C2 1.61000 0.52859 -0.23700
C3 -0.78334 0.14081 -0.00392
C4 0.10863 1.22670 0.07153
O1 0.90095 -1.12301 -0.37324
O2 1.24018 1.01794 0.96404
O3 -1.89597 0.29906 -0.69645
O4 2.60563 0.62758 -0.87383
H1 -2.39591 -0.52918 -0.73991
H2 -0.06112 -1.24482 1.49268
H3 -0.91251 -2.01299 0.10563
H4 -0.15830 2.25333 -0.12345

Output
Energy relative to the best compared isomer or geometry (same formula, charge and spin) = 108.8 kcal/mol
Electronic energy = -455.63970 Ha
HOMO energy = -9.27 eV
Gap between HOMO and LUMO = 8.8 eV

Löwdin population analysis, charges in e, atoms 1 to 4: atom 1 (C): -0.1840, atom 2 (C): -0.4752, atom 3 (C): -0.1946, atom 4 (C): -0.0426

# 2
# C4H4O4

A structure of composition C4H4O4 at a distorted geometry (ωB97M-V/def2-TZVPD, the Open Molecules 2025 dataset).

Cartesian coordinates (Å):
C1 1.87125 0.46090 0.41113
C2 0.47143 -0.06624 -0.03291
C3 -0.72692 0.72065 0.01860
C4 -2.12693 -0.01982 0.05322
H1 2.35460 -1.49093 0.15141
H2 1.69934 1.32335 -0.23720
H3 2.16022 0.61976 1.72217
H4 -3.04096 0.64766 -0.09787
O1 2.80798 -0.45072 -0.15672
O2 0.23415 -1.29144 -0.38431
O3 -0.67076 1.98949 -0.23921
O4 -2.38465 -1.20642 0.25040

Output
Energy relative to the best compared isomer or geometry (same formula, charge and spin) = 123.0 kcal/mol
Electronic energy = -455.61697 Ha
HOMO energy = -10.27 eV
Gap between HOMO and LUMO = 8.1 eV

Löwdin population analysis, charges in e, atoms 1 to 4: atom 1 (C): -0.1996, atom 2 (C): -0.2651, atom 3 (C): -0.2015, atom 4 (C): -0.1186

Copy entry 2 word for word.
# C4H4O4

A structure of composition C4H4O4 at a distorted geometry (ωB97M-V/def2-TZVPD, the Open Molecules 2025 dataset).

Cartesian coordinates (Å):
C1 1.87125 0.46090 0.41113
C2 0.47143 -0.06624 -0.03291
C3 -0.72692 0.72065 0.01860
C4 -2.12693 -0.01982 0.05322
H1 2.35460 -1.49093 0.15141
H2 1.69934 1.32335 -0.23720
H3 2.16022 0.61976 1.72217
H4 -3.04096 0.64766 -0.09787
O1 2.80798 -0.45072 -0.15672
O2 0.23415 -1.29144 -0.38431
O3 -0.67076 1.98949 -0.23921
O4 -2.38465 -1.20642 0.25040

Output
Energy relative to the best compared isomer or geometry (same formula, charge and spin) = 123.0 kcal/mol
Electronic energy = -455.61697 Ha
HOMO energy = -10.27 eV
Gap between HOMO and LUMO = 8.1 eV

Löwdin population analysis, charges in e, atoms 1 to 4: atom 1 (C): -0.1996, atom 2 (C): -0.2651, atom 3 (C): -0.2015, atom 4 (C): -0.1186

Copy entry 2 word for word.
# C4H4O4

A structure of composition C4H4O4 at a distorted geometry (ωB97M-V/def2-TZVPD, the Open Molecules 2025 dataset).

Cartesian coordinates (Å):
C1 1.87125 0.46090 0.41113
C2 0.47143 -0.06624 -0.03291
C3 -0.72692 0.72065 0.01860
C4 -2.12693 -0.01982 0.05322
H1 2.35460 -1.49093 0.15141
H2 1.69934 1.32335 -0.23720
H3 2.16022 0.61976 1.72217
H4 -3.04096 0.64766 -0.09787
O1 2.80798 -0.45072 -0.15672
O2 0.23415 -1.29144 -0.38431
O3 -0.67076 1.98949 -0.23921
O4 -2.38465 -1.20642 0.25040

Output
Energy relative to the best compared isomer or geometry (same formula, charge and spin) = 123.0 kcal/mol
Electronic energy = -455.61697 Ha
HOMO energy = -10.27 eV
Gap between HOMO and LUMO = 8.1 eV

Löwdin population analysis, charges in e, atoms 1 to 4: atom 1 (C): -0.1996, atom 2 (C): -0.2651, atom 3 (C): -0.2015, atom 4 (C): -0.1186